# 1
The following is a DFT calculation (wB97M-V/def2-TZVPD) of a structure of composition C28H30IrNOSe in a non-equilibrium geometry.

Properties
HOMO-LUMO gap (spin up / spin down): 6.615 / 5.805 eV
Multiplicity: 5
Charge: 0
Energy relative to the best compared isomer or geometry (same formula, charge and spin): 23.7 kcal per mole
E: -101238.0107 eV

Each line ends with the Mulliken charge.
Positions of all 62 atoms, in Å:
C 1.30310 -2.59124 -0.93528  -0.372
C -0.09840 -2.33929 -0.99192  -1.224
C -0.30478 -1.02246 -1.43392  0.936
H -0.88605 -3.06572 -0.80767  0.474
C 1.00280 -0.34145 -1.45037  -0.694
C 1.98682 -1.36394 -1.12702  -1.682
H 1.28963 0.61053 -1.91419  0.804
C 0.28678 -1.44350 2.87914  -0.895
C -0.71140 -2.28045 2.34377  -1.005
C -1.59213 -1.50437 1.56698  -0.105
H -0.83989 -3.35782 2.53876  0.410
C -1.10427 -0.15093 1.55555  -0.127
C 0.01538 -0.06746 2.52394  -1.210
H -1.24457 -0.60664 -1.77787  0.475
H 3.05132 -1.19749 -1.28186  0.623
H 1.75178 -3.58566 -0.87472  0.493
H 0.19636 0.83146 3.09130  0.612
H -2.54903 -1.79544 1.11985  0.506
H 1.03927 -1.72712 3.61034  0.526
Ir 0.80594 0.05055 0.64102  1.482
C -1.92198 1.03107 1.12633  3.454
C -2.01445 2.06072 2.27471  -2.068
C -3.35950 0.69402 0.73168  -2.289
H -2.42113 1.51091 3.14603  0.441
H -2.72822 2.85619 1.97610  0.433
H -1.04755 2.48875 2.59510  0.456
H -3.92214 0.24506 1.55729  0.419
H -3.40711 0.04279 -0.15551  0.435
H -3.79993 1.66652 0.45755  0.489
C -1.34720 1.47447 -0.23695  0.203
C -0.55746 2.69836 -0.17821  0.177
H -2.04752 1.29392 -1.05133  -0.594
H -0.51206 0.80814 -0.59835  -1.215
O 0.43929 2.64461 0.58438  -0.619
N -0.85118 3.56110 -1.23632  -0.077
C -0.29521 3.08531 -2.50082  -0.849
H -0.85332 4.55105 -1.00514  0.345
C -1.12296 2.10409 -3.31387  0.871
C -0.38928 1.34284 -4.23233  -0.628
H 0.69167 1.48983 -4.26730  0.382
C -1.00000 0.37209 -5.01525  -0.578
H -0.39989 -0.20596 -5.71896  0.381
C -2.37400 0.12705 -4.86324  -0.500
H -2.85478 -0.64409 -5.48150  0.368
C -3.11532 0.86700 -3.93352  -0.503
H -4.18331 0.65971 -3.80370  0.389
C -2.49187 1.86788 -3.16060  -0.215
H -3.07573 2.38042 -2.39370  0.391
H 0.65799 2.51835 -2.28073  0.243
H 0.00337 3.94350 -3.11496  0.509
Se 2.95401 0.68679 1.17013  -0.241
C 3.53436 -0.87447 2.08597  0.265
C 3.67626 -0.69346 3.48336  -0.532
C 4.07579 -1.74943 4.30050  -0.535
C 4.32343 -3.01838 3.74898  -0.441
C 4.13198 -3.21838 2.38183  -0.733
C 3.77943 -2.15485 1.55185  0.096
H 3.50441 0.30673 3.90208  0.311
H 4.22783 -1.54682 5.36428  0.361
H 4.68597 -3.82206 4.38658  0.380
H 4.29663 -4.20523 1.96023  0.404
H 3.71204 -2.29769 0.48153  0.389

***

# 2
The following is a DFT calculation (wB97M-V/def2-TZVPD) of a cluster of 3 separate species, C32H68FN4O12P2 in total in a non-equilibrium geometry.

Properties
HOMO-LUMO gap: 6.700 eV
Charge: +1
E: -86088.0751 eV

Each line ends with the Mulliken charge.
Positions of all 119 atoms, in Å:
C -6.42427 -1.51710 1.12891  -0.726
C -7.12182 -2.90489 0.56907  -0.267
O -6.15741 -3.93813 0.15244  -0.357
C -5.78856 -3.81257 -1.26960  -0.378
C -4.47015 -2.84711 -1.43317  -0.011
O -3.48827 -3.31684 -2.42885  -0.081
N -3.02608 -4.55039 -2.12191  0.346
C -1.94159 -4.72400 -1.26617  -0.921
N -1.12320 -3.67873 -0.50813  0.427
C -0.25552 -4.35780 0.56053  -0.881
C 0.16716 -3.54911 1.90265  -0.638
C 1.11371 -2.25354 1.75767  0.367
C 1.72323 -1.86528 0.31843  -0.529
F 2.28090 -2.45034 2.69746  -0.386
C -0.82700 -5.89166 0.62406  1.177
C 0.23712 -6.95692 1.27037  -1.134
C -2.20253 -6.23281 1.45599  -0.920
C -2.24134 -5.67634 2.99511  -0.076
N -3.00887 -4.52887 3.23139  -0.601
N -1.28594 -6.03141 -0.80868  0.231
C -0.38088 -6.72842 -1.79564  -0.732
C 0.78177 -5.77133 -2.46527  0.147
C 0.89894 -5.87311 -4.09631  -0.895
C -0.44366 -5.42671 -4.92317  -0.662
C -1.00307 -3.92309 -4.58698  0.719
O -0.56937 -2.87188 -5.52156  -0.385
C -1.48778 -1.72250 -5.22839  0.575
C -1.30025 -0.75618 -3.87693  -0.316
O -2.53818 -1.42185 -6.03727  -0.538
H -6.50149 -1.51358 2.31960  0.267
H -6.96265 -0.56244 0.71122  0.276
H -5.28545 -1.44226 0.85929  0.153
H -7.87035 -2.60540 -0.30086  0.283
H -7.76850 -3.32830 1.46444  0.301
H -5.61754 -4.91843 -1.67986  0.224
H -6.65256 -3.36379 -1.94639  0.365
H -3.91100 -2.66199 -0.40266  -0.173
H -4.87386 -1.77863 -1.76300  0.377
H -3.45038 -5.43155 -2.50450  0.315
H -1.73360 -3.09672 0.13811  0.227
H 0.79918 -4.52022 0.02490  0.320
H -0.84298 -3.20377 2.43694  0.336
H 0.66769 -4.30280 2.68180  0.283
H 0.53539 -1.31063 2.19060  0.194
H 2.91608 -1.87504 0.36338  0.339
H 1.44667 -0.72424 0.10101  0.042
H 1.37394 -2.46454 -0.61453  -0.017
H 0.19808 -8.02842 0.74598  0.394
H 1.35826 -6.55815 1.22881  0.279
H 0.03627 -7.18502 2.42405  0.344
H -3.19486 -5.90948 0.92463  0.250
H -2.25071 -7.42342 1.52985  0.387
H -1.69735 -6.13099 3.92566  0.297
H -3.45068 -4.20310 2.34183  0.238
H 0.12327 -7.71101 -1.40989  0.298
H -1.08078 -7.06063 -2.70435  0.381
H 1.81705 -6.16221 -2.02235  0.392
H 0.71452 -4.63806 -2.15228  -0.231
H 1.81807 -5.24275 -4.46772  0.353
H 1.11653 -7.00402 -4.36301  0.312
H -1.31395 -6.21184 -4.70039  0.235
H -0.25591 -5.51367 -6.09559  0.364
H -0.75088 -3.55884 -3.50414  -0.467
H -2.19266 -3.98629 -4.66257  0.091
H -0.64163 0.19466 -4.09051  0.300
H -2.34381 -0.41410 -3.43158  0.138
H -0.75438 -1.34695 -3.01123  -0.043
O -0.31695 2.36181 -1.82153  -0.663
P -1.60362 3.16007 -1.49780  1.108
O -1.20457 4.42917 -2.48247  -0.273
C -1.45646 4.27165 -3.86953  -0.296
C -2.94297 4.30795 -4.17305  -0.970
O -0.98756 3.72933 -0.05882  -0.388
C 0.01874 3.02018 0.65097  -0.221
C 1.39421 3.56249 0.29312  -1.079
O -3.04120 4.05196 -1.13610  -0.431
C -3.10614 5.13557 -0.21398  -0.198
C -2.25078 6.34083 -0.57311  -0.904
H -1.00947 3.33936 -4.22794  0.217
H -0.96011 5.09874 -4.38635  0.307
H -3.45040 3.43938 -3.74102  0.273
H -3.11916 4.30220 -5.25229  0.407
H -3.40792 5.20060 -3.74235  0.210
H -0.05587 1.94178 0.47618  0.177
H -0.16238 3.17572 1.71948  0.338
H 1.56089 3.59300 -0.78700  0.333
H 2.18016 2.95494 0.75187  0.355
H 1.49673 4.59197 0.65302  0.277
H -2.89505 4.77976 0.80068  0.253
H -4.15174 5.46024 -0.20416  0.381
H -1.18284 6.11862 -0.53496  0.185
H -2.43719 7.16096 0.12799  0.397
H -2.47313 6.68783 -1.58594  0.217
O 4.03023 5.39479 2.39788  -0.633
P 4.84161 6.47406 3.15576  1.069
O 6.29726 5.97563 2.54577  -0.280
C 6.63025 6.41161 1.23763  -0.346
C 6.95591 7.89363 1.21076  -0.986
O 4.83039 5.60358 4.57575  -0.352
C 3.80536 4.66192 4.86197  -0.327
C 4.25012 3.26384 4.45996  -1.093
O 5.74816 7.67991 4.00252  -0.435
C 6.47469 7.44490 5.20487  -0.190
C 7.60909 6.43862 5.08730  -0.887
H 5.81380 6.18070 0.54662  0.260
H 7.50783 5.84123 0.91810  0.311
H 6.06829 8.49204 1.44005  0.305
H 7.32194 8.19293 0.22472  0.397
H 7.71420 8.14062 1.96075  0.202
H 2.86058 4.94512 4.38630  0.304
H 3.62976 4.68675 5.94238  0.319
H 4.60576 3.22174 3.42695  0.275
H 3.43009 2.54900 4.57758  0.370
H 5.08564 2.94035 5.09016  0.315
H 5.78604 7.18267 6.01585  0.246
H 6.91207 8.40860 5.48556  0.368
H 7.24937 5.42945 4.87873  0.186
H 8.17581 6.39454 6.02314  0.394
H 8.29036 6.71318 4.27728  0.216